No. 1
{"formula": "C2H6O2", "method": "wB97M-V/def2-TZVPD", "smiles": "C=C.OO", "energy_ha": -230.1365, "relative_energy_kcal_mol": 90.4, "orbital_gap_ev": 11.456, "e_homo_ev": -10.42, "symbols": ["O", "O", "C", "C", "H", "H", "H", "H", "H", "H"], "positions_angstrom": [[2.558588, 0.411900, 0.522460], [2.313212, -0.612848, -0.442550], [-1.553972, 0.591752, -0.232158], [-1.524251, -0.629288, 0.289324], [1.357110, -0.753482, -0.258076], [-0.698301, 1.064819, -0.715240], [-0.627232, -1.265046, 0.278769], [-2.445576, 1.201856, -0.188638], [-2.400991, -1.057839, 0.783385], [3.021414, 1.048174, -0.037272]], "atomic_forces_ev_per_a": [[0.35, 0.30, 0.07], [-1.13, -0.38, 0.19], [0.23, -0.12, 0.02], [0.11, -0.04, 0.08], [0.81, -0.01, -0.40], [-0.10, -0.27, 0.13], [-0.45, 0.31, -0.04], [-0.10, -0.05, 0.03], [0.31, 0.14, -0.20], [-0.03, 0.12, 0.12]]}

=====

No. 2
{"formula": "C5H11N2", "method": "wB97M-V/def2-TZVPD", "energy_ha": -306.3419, "relative_energy_kcal_mol": 26.1, "orbital_gap_ev": 12.000, "e_homo_ev": -15.73, "charge": 1, "symbols": ["N", "N", "C", "C", "C", "C", "C", "H", "H", "H", "H", "H", "H", "H", "H", "H", "H", "H"], "positions_angstrom": [[-0.110630, 0.219519, 0.678248], [-0.309967, -0.475911, -1.790047], [-0.232785, -0.683631, -2.918330], [-0.847928, 0.917670, 1.475480], [-0.433403, 1.188272, 2.889319], [-0.086595, -1.079401, -4.275803], [1.020454, -0.604859, 1.086308], [0.650126, -1.693170, 1.081897], [-0.235334, 0.011841, -0.433381], [-0.696761, 0.420574, 3.695915], [0.721641, -0.449123, -4.787855], [-1.046725, -0.920979, -4.755598], [-0.971858, 2.050868, 3.408791], [1.822841, -0.340458, 0.391667], [-1.482839, 1.714558, 1.048078], [0.239010, -2.171702, -4.408262], [0.641776, 1.338928, 2.948209], [1.263811, -0.426366, 2.148618]], "atomic_forces_ev_per_a": [[-0.88, -0.18, -0.12], [0.00, -0.01, -1.50], [0.37, -0.40, 1.70], [1.89, 1.59, -0.37], [-1.51, -0.14, 2.67], [1.56, -0.57, -1.97], [-1.02, -1.25, 1.32], [0.97, 1.45, -0.53], [-0.63, 0.85, 1.51], [0.47, 0.25, -1.54], [-1.25, -0.74, 0.72], [-0.01, -0.05, -0.37], [0.74, -0.68, -1.47], [0.05, -0.63, 0.30], [-0.41, -1.23, -0.17], [-0.61, 1.56, 0.54], [0.01, 0.12, 0.01], [0.26, 0.07, -0.74]]}

=====

No. 3
{"formula": "C42H50HgN8O4Sb", "method": "wB97M-V/def2-TZVPD", "energy_ha": -2763.0316, "orbital_gap_ev": [3.572, 5.533], "spin_multiplicity": 2, "e_homo_ev": [0.38, -1.58], "charge": -2, "symbols": ["Hg", "Sb", "O", "O", "O", "O", "N", "N", "N", "N", "N", "N", "N", "N", "C", "C", "C", "C", "C", "C", "C", "C", "C", "C", "C", "C", "C", "C", "C", "C", "C", "C", "C", "C", "C", "C", "C", "C", "C", "C", "C", "C", "C", "C", "C", "C", "C", "C", "C", "C", "C", "C", "C", "C", "C", "C", "H", "H", "H", "H", "H", "H", "H", "H", "H", "H", "H", "H", "H", "H", "H", "H", "H", "H", "H", "H", "H", "H", "H", "H", "H", "H", "H", "H", "H", "H", "H", "H", "H", "H", "H", "H", "H", "H", "H", "H", "H", "H", "H", "H", "H", "H", "H", "H", "H", "H"], "positions_angstrom": [[-0.423531, 0.183507, -0.176447], [1.523502, -1.671636, 2.243507], [-1.068787, -2.990683, -4.044375], [-1.506828, -1.511482, -2.591584], [1.225160, -2.000900, -1.205733], [-1.251314, -1.492659, 1.147033], [-1.050699, -1.779304, -3.715618], [2.548041, 2.495369, -2.946483], [0.679140, -4.203263, -1.012751], [-0.861408, 0.876089, 2.219268], [-1.936243, 0.144883, 2.644762], [0.255675, 2.373747, -2.845080], [1.564869, 0.874378, -1.584436], [1.031206, 2.663337, 1.230131], [-0.693379, -3.947240, -0.588771], [1.094602, -5.566984, -1.202843], [2.846210, 0.359091, -1.333089], [1.882160, 3.571152, 0.785033], [0.274546, 2.972946, 2.342239], [-4.716937, -3.669842, 1.874081], [2.746793, 3.850391, -3.218566], [3.847655, 4.189266, -4.025731], [-1.570190, 1.538699, -1.375740], [3.496988, -0.397616, -2.323780], [2.121853, 4.818268, 1.348584], [-3.319839, 3.127876, -2.892946], [-3.802400, 2.412792, -1.807977], [-3.248483, -1.819978, 2.390848], [-1.109043, 2.298319, -2.443857], [4.078606, 5.524978, -4.317202], [1.402857, 5.122699, 2.522761], [4.699199, 0.010362, 0.170357], [-5.486291, -3.392460, 2.996205], [-0.716986, 2.068842, 2.797535], [2.800141, -0.701210, -3.623449], [-2.057514, -1.000624, 2.029146], [0.516318, -3.170719, 3.422646], [3.439645, 0.530262, -0.085144], [2.190707, 6.189540, -3.011689], [3.253707, 6.531414, -3.831831], [1.425534, 1.864192, -2.381039], [-1.487176, 3.848243, -4.434627], [-5.131410, -2.326184, 3.817796], [4.757167, -0.913284, -2.039923], [4.752749, 3.110180, -4.551274], [1.696454, -0.312303, 3.908168], [-4.025813, -1.547561, 3.518473], [1.941269, 4.863148, -2.694150], [1.497719, -3.179371, -1.308909], [3.479981, -2.570720, 2.652820], [-1.975779, 3.083915, -3.227945], [5.368866, -0.708965, -0.809156], [-3.604272, -2.895049, 1.576533], [-2.929452, 1.629815, -1.070516], [0.500671, 4.220973, 3.011420], [-1.603233, 2.491393, 3.946759], [5.536996, 3.538560, -5.174865], [2.445703, 3.286227, -0.103029], [5.258361, -1.506378, -2.798809], [5.239006, 2.557959, -3.740789], [-4.987640, -4.493301, 1.223023], [2.489593, -3.514367, -1.674649], [1.151389, -6.101517, -0.248301], [5.149303, 0.159760, 1.144557], [-5.722746, -2.104820, 4.699803], [1.755012, -0.955922, -3.437857], [4.926478, 5.778999, -4.944632], [0.698247, 0.049692, 4.149064], [-4.854802, 2.452531, -1.550783], [1.555110, 6.958797, -2.591207], [-3.318349, 1.060924, -0.233181], [3.449077, 7.566826, -4.080204], [2.811800, 0.149334, -4.312782], [-1.064987, 2.468961, 4.902739], [-2.329895, 4.316881, -4.942830], [-1.061849, -4.838451, -0.074553], [-1.977099, 3.508036, 3.803493], [-3.991763, 3.731337, -3.495274], [-0.725766, -3.095622, 0.091498], [-0.536128, -2.897994, 3.501749], [0.968577, -3.221777, 4.414378], [2.840278, 5.499367, 0.912007], [-0.778551, 4.643292, -4.177463], [4.270722, -1.883350, 2.351863], [2.306090, 0.547374, 3.626169], [1.143934, 4.614175, -2.007208], [-2.998544, -3.091269, 0.701499], [0.390400, -6.095405, -1.851245], [6.348992, -1.126977, -0.612160], [-0.050766, 4.452919, 3.912204], [4.196828, 2.379940, -5.144693], [-0.997847, 3.187752, -5.158073], [3.590367, -2.810587, 3.712916], [-6.358449, -3.994224, 3.225575], [0.588714, -4.144009, 2.934995], [2.888232, 1.075512, 0.672590], [2.137396, -0.818522, 4.769499], [-1.315418, -3.707982, -1.454280], [3.387734, 1.944782, -2.847917], [3.281875, -1.542222, -4.124632], [-2.446146, 1.810493, 4.015967], [2.079257, -5.591708, -1.671340], [0.405337, 3.007900, -3.608377], [3.587702, -3.485772, 2.065750], [-3.742379, -0.713776, 4.147156], [1.562733, 6.064396, 3.038892]], "atomic_forces_ev_per_a": [[-0.38, 0.25, 0.08], [0.33, 0.11, 0.08], [0.03, -0.04, -0.01], [-0.08, -0.04, -0.08], [0.01, -0.02, 0.11], [-0.01, 0.06, -0.16], [0.09, -0.04, 0.04], [0.04, -0.06, -0.13], [0.10, -0.05, 0.14], [-0.03, 0.04, -0.13], [-0.05, -0.04, 0.02], [-0.09, 0.06, 0.02], [-0.09, -0.13, 0.03], [0.04, -0.04, 0.02], [0.02, 0.02, -0.01], [-0.03, 0.01, -0.08], [0.09, 0.01, 0.01], [-0.01, -0.05, -0.01], [0.02, 0.01, -0.01], [0.00, -0.01, 0.02], [0.00, 0.07, 0.05], [-0.02, -0.02, -0.03], [0.16, -0.03, 0.00], [-0.04, -0.07, -0.02], [-0.02, 0.03, 0.03], [0.00, 0.00, 0.01], [-0.01, -0.01, 0.00], [0.04, -0.03, -0.03], [0.06, 0.02, -0.04], [0.02, 0.02, 0.01], [0.02, 0.00, -0.04], [0.02, -0.02, 0.00], [0.00, 0.02, -0.02], [-0.05, 0.05, 0.06], [0.01, 0.01, 0.03], [0.02, -0.01, 0.27], [-0.08, 0.05, -0.08], [-0.02, 0.11, -0.01], [-0.01, 0.01, 0.00], [0.01, -0.03, -0.01], [0.10, 0.02, 0.12], [-0.01, -0.01, 0.02], [0.00, -0.02, 0.01], [0.01, 0.00, 0.01], [-0.01, 0.01, -0.01], [-0.02, -0.01, 0.00], [-0.02, 0.02, 0.03], [-0.01, -0.03, 0.03], [-0.10, 0.01, -0.14], [-0.06, -0.04, 0.00], [-0.01, 0.00, -0.02], [-0.01, 0.02, 0.01], [0.00, 0.01, 0.00], [0.00, 0.02, 0.00], [-0.02, -0.02, -0.02], [0.01, -0.03, -0.03], [0.00, 0.00, 0.00], [0.04, -0.05, -0.05], [-0.01, 0.00, 0.00], [0.01, -0.01, -0.01], [0.01, 0.01, -0.01], [-0.02, 0.00, 0.02], [-0.02, -0.01, 0.00], [0.01, 0.00, 0.00], [0.00, 0.01, 0.00], [-0.02, -0.01, -0.02], [0.00, 0.00, 0.00], [0.00, 0.00, 0.02], [0.00, 0.00, 0.00], [-0.01, -0.01, 0.01], [-0.01, 0.01, 0.00], [0.01, 0.00, 0.00], [-0.01, 0.00, 0.00], [0.01, 0.01, -0.01], [0.00, 0.01, 0.01], [0.01, 0.01, 0.01], [-0.01, 0.00, 0.01], [0.00, -0.01, -0.01], [0.03, -0.15, -0.10], [0.00, -0.03, 0.03], [0.00, -0.01, 0.01], [0.00, -0.01, -0.01], [0.01, -0.01, 0.01], [0.02, 0.01, 0.00], [-0.01, 0.00, -0.01], [-0.03, -0.02, -0.01], [-0.03, -0.01, 0.00], [0.02, 0.02, -0.03], [0.00, 0.00, 0.01], [0.02, 0.00, 0.01], [-0.01, 0.00, 0.02], [0.00, 0.01, -0.01], [-0.01, 0.01, 0.01], [0.01, -0.01, 0.01], [0.00, 0.00, -0.01], [-0.02, 0.01, 0.00], [0.02, -0.01, -0.01], [0.00, -0.01, -0.05], [0.00, 0.01, 0.01], [0.01, 0.01, -0.01], [0.00, 0.02, 0.02], [0.00, 0.00, 0.01], [0.02, 0.03, 0.01], [0.01, -0.01, 0.01], [0.01, 0.00, -0.01], [-0.01, 0.00, 0.01]]}